# 1
# C70H74As2BrN3O2PRbS

A structure of composition C70H74As2BrN3O2PRbS (the ωB97M-V functional and the def2-TZVPD basis, the Open Molecules 2025 dataset).

Properties
Maximum force (eV Å⁻¹): 1.85
Gap between HOMO and LUMO (hartree): 0.217
Charge: -2
Total energy (eV): -294858.425
E_HOMO (eV): -2.323
Relative energy (zero: lowest compared OMol25 entry of this formula, charge and spin) (kJ/mol): 89.1
Multiplicity: 1

Geometry as XYZ:
```
155
Properties=species:S:1:pos:R:3:lowdin_charge:R:1
Rb -0.4229 -0.4545 0.8398 0.590
C -0.1728 0.6692 -2.2285 -0.450
C 0.9605 0.6719 -3.2466 -0.415
As 2.3557 2.0073 -2.8331 1.341
C 3.5388 1.7352 -4.3916 -0.371
C 4.4144 2.7675 -4.7192 -0.132
C 5.3502 2.6255 -5.7270 -0.109
C 5.4219 1.4391 -6.4359 -0.115
C 4.5322 0.4188 -6.1502 -0.098
C 3.5984 0.5710 -5.1429 -0.116
C 3.4322 0.9284 -1.5872 -0.376
C 3.8472 -0.3686 -1.8481 -0.111
C 4.6316 -1.0600 -0.9412 -0.090
C 5.0138 -0.4601 0.2460 -0.104
C 4.6080 0.8322 0.5205 -0.111
C 3.8258 1.5200 -0.3917 -0.137
As -1.5834 2.0382 -2.4323 1.373
C -1.0097 3.5089 -1.2729 -0.423
C -1.8658 4.6014 -1.1565 -0.120
C -1.5051 5.7136 -0.4163 -0.097
C -0.2736 5.7459 0.2182 -0.112
C 0.5850 4.6656 0.1132 -0.119
C 0.2132 3.5549 -0.6223 -0.200
C -0.8275 2.9473 -4.0596 -0.390
C 0.0252 4.0426 -4.0064 -0.153
C 0.4221 4.7062 -5.1545 -0.100
C -0.0238 4.2807 -6.3923 -0.118
C -0.8603 3.1799 -6.4704 -0.113
C -1.2608 2.5295 -5.3157 -0.139
H 0.2343 0.7365 -1.2117 -0.022
H -0.7005 -0.2891 -2.2875 0.035
H 0.5756 0.8665 -4.2546 0.057
H 1.4382 -0.3156 -3.2599 0.055
H 4.3490 3.6972 -4.1596 0.089
H 6.0331 3.4320 -5.9637 0.093
H 6.1637 1.3121 -7.2115 0.091
H 4.5746 -0.5024 -6.7145 0.096
H 2.9046 -0.2331 -4.9390 0.090
H 3.5655 -0.8618 -2.7711 0.085
H 4.9448 -2.0744 -1.1583 0.097
H 5.6103 -1.0076 0.9635 0.094
H 4.8974 1.2924 1.4549 0.095
H 3.5006 2.5347 -0.1794 0.085
H -2.8333 4.5623 -1.6531 0.103
H -2.1804 6.5577 -0.3316 0.095
H 0.0145 6.6078 0.8034 0.092
H 1.5423 4.6866 0.6166 0.100
H 0.8808 2.6963 -0.6559 0.053
H 0.3643 4.4125 -3.0468 0.075
H 1.0787 5.5636 -5.0828 0.095
H 0.2816 4.8016 -7.2918 0.089
H -1.2014 2.8359 -7.4394 0.091
H -1.9366 1.6801 -5.3790 0.096
C 1.5235 -3.9755 -1.6893 -0.062
C 0.6864 -4.9396 -0.8445 -0.201
N 0.0827 -4.3232 0.3137 -0.121
C 0.8751 -4.2636 1.5174 -0.270
C 0.6902 -5.4990 2.3992 -0.093
C -1.2432 -3.9968 0.3450 -0.843
S -1.9819 -3.6470 1.8076 0.625
N -1.9893 -4.1339 -0.7391 0.069
C -1.8862 -3.4794 -1.8726 -0.518
O -1.1805 -2.4818 -2.1001 -0.036
C -2.7364 -4.0587 -2.9605 -0.131
C -2.4869 -3.6777 -4.2728 -0.028
C -3.2014 -4.2329 -5.3181 -0.103
C -4.1869 -5.1722 -5.0567 -0.122
C -4.4565 -5.5395 -3.7462 -0.104
C -3.7286 -4.9967 -2.7039 -0.032
H 1.9271 -4.4888 -2.5628 0.069
H 2.3468 -3.5611 -1.1114 0.059
H 0.8893 -3.1570 -2.0223 0.052
H 1.3107 -5.7763 -0.5006 0.113
H -0.1215 -5.3473 -1.4601 0.117
H 0.5826 -3.3804 2.0943 0.061
H 1.9228 -4.1478 1.2291 0.106
H -0.3305 -5.5188 2.7741 0.027
H 1.3787 -5.4597 3.2395 0.062
H 0.8668 -6.4139 1.8347 0.063
H -1.7232 -2.9330 -4.4427 0.110
H -2.9848 -3.9330 -6.3368 0.092
H -4.7435 -5.6186 -5.8723 0.087
H -5.2409 -6.2579 -3.5402 0.091
H -3.9192 -5.2793 -1.6802 0.108
C -7.3616 2.0137 3.8423 -0.053
C -6.6053 3.1405 3.1252 -0.564
C -7.5913 3.9299 2.2565 -0.059
C -6.0571 4.0997 4.1855 -0.076
C -5.5097 2.5540 2.2485 -0.205
C -4.1680 2.8158 2.4571 -0.110
C -3.2288 2.2459 1.6305 -0.517
Br -1.3879 2.5598 2.0600 0.836
C -3.4963 1.3895 0.5357 -0.450
O -2.5494 0.9663 -0.2107 -0.346
C -4.8880 1.0531 0.4015 -0.084
C -5.8191 1.6634 1.2176 -0.003
C -5.2965 -0.0531 -0.5650 -0.530
C -4.8771 0.2876 -1.9975 -0.056
C -6.8084 -0.3168 -0.5862 -0.078
C -4.6057 -1.3523 -0.1312 -0.036
H -8.1480 2.4228 4.4775 0.073
H -6.6812 1.4354 4.4623 0.086
H -7.8182 1.3407 3.1225 0.072
H -8.3652 4.3818 2.8774 0.072
H -8.0674 3.2820 1.5270 0.072
H -7.0648 4.7173 1.7226 0.086
H -6.8834 4.5172 4.7614 0.074
H -5.5186 4.9198 3.7175 0.082
H -5.3894 3.5891 4.8741 0.081
H -3.8231 3.4529 3.2552 0.082
H -6.8605 1.4314 1.0631 0.086
H -5.3519 1.2139 -2.3233 0.083
H -5.1704 -0.5197 -2.6671 0.078
H -3.7974 0.4120 -2.0457 0.016
H -7.3544 0.5671 -0.9125 0.077
H -7.1755 -0.6315 0.3885 0.077
H -7.0088 -1.1192 -1.2951 0.076
H -3.5314 -1.2671 -0.2609 0.064
H -4.9510 -2.1888 -0.7363 0.082
H -4.8131 -1.5730 0.9145 0.088
N 2.0289 -0.1530 1.8737 -0.410
P 2.1632 -0.4283 3.3427 0.582
C 2.5054 0.9618 4.5336 -0.277
C 2.3036 0.9019 5.9074 -0.106
C 2.5939 1.9948 6.7024 -0.101
C 3.0801 3.1609 6.1336 -0.115
C 3.2486 3.2405 4.7616 -0.096
C 2.9481 2.1473 3.9682 -0.083
C 0.7212 -1.1207 4.2691 -0.300
C 0.5338 -2.4331 4.6863 -0.094
C -0.6936 -2.8306 5.1899 -0.108
C -1.7438 -1.9314 5.2729 -0.101
C -1.5666 -0.6155 4.8659 -0.074
C -0.3445 -0.2259 4.3603 -0.144
C 3.5407 -1.5882 3.8519 -0.247
C 4.3256 -1.5835 5.0003 -0.078
C 5.4192 -2.4269 5.1048 -0.110
C 5.7542 -3.2776 4.0663 -0.117
C 4.9902 -3.2786 2.9088 -0.100
C 3.9057 -2.4307 2.8063 -0.122
H 1.9087 -0.0042 6.3484 0.107
H 2.4385 1.9431 7.7733 0.093
H 3.3105 4.0129 6.7621 0.089
H 3.6110 4.1611 4.3218 0.093
H 3.0321 2.1734 2.8894 0.083
H 1.3603 -3.1336 4.6364 0.099
H -0.8438 -3.8562 5.5090 0.100
H -2.7064 -2.2567 5.6424 0.097
H -2.3782 0.0988 4.9512 0.106
H -0.1701 0.7953 4.0370 0.057
H 4.0772 -0.9342 5.8268 0.086
H 6.0301 -2.4119 5.9999 0.091
H 6.6219 -3.9227 4.1454 0.089
H 5.2766 -3.9233 2.0877 0.097
H 3.3087 -2.3579 1.9056 0.075
```

***

# 2
# C70H93BFKN8OP2SiTe

A structure of composition C70H93BFKN8OP2SiTe (the ωB97M-V functional and the def2-TZVPD basis, the Open Molecules 2025 dataset).

Properties
Maximum force (eV Å⁻¹): 1.70
Gap between HOMO and LUMO (hartree): 0.214
Charge: -2
Total energy (eV): -141541.107
E_HOMO (eV): -2.179
Multiplicity: 1

Geometry as XYZ:
```
179
Properties=species:S:1:pos:R:3:lowdin_charge:R:1
K 0.1805 0.3745 -0.8799 0.656
C -1.7198 2.2971 -4.5837 -0.052
C -1.3232 2.5871 -3.1322 -0.365
C -0.7888 4.0161 -2.9919 -0.056
C -2.4830 2.3405 -2.2029 -0.283
C -3.7571 2.9510 -2.2051 0.022
C -4.4730 2.3003 -1.2220 -0.216
C -5.8596 2.7038 -0.7878 -0.351
C -6.9609 1.6659 -1.0544 -0.067
C -5.8501 3.1927 0.6682 -0.055
N -3.6535 1.3539 -0.6729 0.050
N -2.4383 1.4080 -1.2708 0.059
B -4.0448 0.0583 0.1371 -0.450
N -3.4300 -0.0725 1.5598 0.040
N -2.1132 -0.3976 1.7403 0.156
C -1.9642 -0.6449 3.0355 -0.275
C -3.1833 -0.4694 3.7179 0.013
C -4.0983 -0.1193 2.7521 -0.214
C -5.5640 0.1567 2.9977 -0.358
C -5.7561 0.7682 4.3889 -0.080
C -6.4229 -1.1116 2.8915 -0.049
C -0.6784 -1.1331 3.6395 -0.352
C -0.3913 -0.4643 4.9834 -0.058
C -0.7461 -2.6525 3.8386 -0.057
N -3.6505 -1.1912 -0.7435 0.054
N -2.4464 -1.2305 -1.3632 0.096
C -2.4559 -2.2724 -2.1805 -0.293
C -3.6971 -2.9420 -2.0989 0.020
C -4.4302 -2.2137 -1.1797 -0.216
C -5.8187 -2.5098 -0.6940 -0.374
C -5.8451 -3.8308 0.0801 -0.066
C -6.8149 -2.5330 -1.8550 -0.064
C -1.2949 -2.5530 -3.0983 -0.361
C -1.6828 -2.2435 -4.5493 -0.053
C -0.8016 -3.9977 -2.9756 -0.064
H -0.8343 2.3122 -5.2264 0.076
H -2.4332 3.0453 -4.9452 0.075
H -2.1875 1.3121 -4.6634 0.070
H -0.5219 1.8861 -2.8765 0.086
H -1.5823 4.7377 -3.2172 0.075
H 0.0480 4.1862 -3.6753 0.072
H -0.4362 4.2028 -1.9735 0.081
H -4.1142 3.7573 -2.8312 0.103
H -6.0970 3.5647 -1.4120 0.121
H -6.8722 0.8000 -0.3978 0.049
H -6.9047 1.3146 -2.0887 0.080
H -7.9458 2.1181 -0.8962 0.070
H -5.3158 2.4903 1.3057 0.051
H -6.8683 3.3190 1.0529 0.076
H -5.3325 4.1528 0.7403 0.080
H -5.2358 0.0653 0.2763 0.090
H -3.3597 -0.5903 4.7779 0.104
H -5.9223 0.8702 2.2649 0.094
H -5.5724 0.0168 5.1627 0.074
H -6.7821 1.1271 4.5032 0.071
H -5.0701 1.6009 4.5548 0.078
H -5.9265 -1.9468 3.3909 0.087
H -6.5923 -1.3885 1.8561 0.047
H -7.4002 -0.9528 3.3598 0.073
H 0.1298 -0.8960 2.9473 0.098
H -0.4521 0.6177 4.9056 0.053
H 0.6138 -0.7289 5.3289 0.075
H -1.1155 -0.7953 5.7389 0.071
H -1.4871 -2.8894 4.6107 0.075
H 0.2263 -3.0469 4.1537 0.077
H -1.0385 -3.1588 2.9187 0.061
H -4.0182 -3.8239 -2.6395 0.104
H -6.1094 -1.7142 -0.0190 0.077
H -5.5505 -4.6577 -0.5720 0.074
H -6.8488 -4.0354 0.4711 0.072
H -5.1461 -3.7964 0.9196 0.083
H -6.5535 -3.3155 -2.5735 0.073
H -6.8147 -1.5747 -2.3810 0.075
H -7.8292 -2.7265 -1.4879 0.072
H -0.4795 -1.8762 -2.8192 0.120
H -2.4684 -2.9282 -4.8853 0.077
H -0.8197 -2.3443 -5.2150 0.058
H -2.0639 -1.2228 -4.6319 0.071
H -1.6020 -4.6934 -3.2504 0.075
H -0.4860 -4.2235 -1.9550 0.057
H 0.0493 -4.1713 -3.6428 0.073
C 2.2447 -1.9890 -6.0253 -0.191
Si 2.5853 -0.1448 -6.2506 0.320
C 1.3664 0.4299 -7.5852 -0.198
C 4.3000 -0.0512 -7.0844 -0.195
N 2.4133 0.5968 -4.7674 -0.048
C 2.6748 1.8549 -4.3866 -0.348
C 3.2308 2.8968 -5.1898 -0.055
C 3.4457 4.1832 -4.7122 -0.137
C 3.1166 4.5355 -3.4065 -0.135
C 2.5646 3.5558 -2.5797 -0.063
C 2.3798 2.2902 -3.0682 -0.231
F 1.8170 1.3380 -2.2483 -0.132
H 2.0673 -2.4787 -6.9936 0.022
H 1.3588 -2.1369 -5.3949 -0.004
H 3.0937 -2.4885 -5.5438 0.013
H 1.4734 -0.1471 -8.5125 0.013
H 1.5108 1.4920 -7.8237 0.013
H 0.3352 0.3130 -7.2249 0.013
H 4.2951 0.5817 -7.9806 0.010
H 4.6536 -1.0481 -7.3766 0.009
H 5.0369 0.3662 -6.3841 0.016
H 3.4924 2.6438 -6.2159 0.084
H 3.8728 4.9296 -5.3751 0.084
H 3.2800 5.5389 -3.0326 0.084
H 2.2736 3.7808 -1.5622 0.101
Te 4.5171 1.5873 3.4192 1.205
C 4.3898 1.1326 5.5007 -0.546
C 3.4729 1.7751 6.3301 -0.127
C 3.5337 1.5748 7.7027 -0.168
N 4.4342 0.7888 8.3031 0.031
C 5.3191 0.1850 7.5052 -0.173
C 5.3418 0.3285 6.1230 -0.154
C 2.7647 0.5362 2.6705 -0.915
P 3.4840 -0.8656 1.6499 0.893
C 4.5212 -1.8096 2.8574 -0.455
C 5.6138 -2.5173 2.3559 -0.113
C 6.3450 -3.3777 3.1729 -0.102
C 5.9901 -3.5325 4.5084 -0.112
C 4.9139 -2.8145 5.0214 -0.105
C 4.1846 -1.9637 4.2007 -0.135
C 2.1776 -2.2107 1.5299 -0.320
C 1.0073 -1.9585 0.7958 -0.167
C 0.0618 -2.9357 0.5211 -0.104
C 0.2836 -4.2399 0.9419 -0.115
C 1.4274 -4.5246 1.6700 -0.096
C 2.3530 -3.5272 1.9694 -0.086
P 1.7791 1.5501 1.4829 0.860
C 2.6653 3.1412 1.1419 -0.422
C 3.8396 3.0282 0.3871 -0.187
C 4.6395 4.1248 0.1176 -0.098
C 4.2738 5.3796 0.5897 -0.104
C 3.0817 5.5202 1.2863 -0.092
C 2.2768 4.4136 1.5516 -0.087
C 0.4180 2.2415 2.5310 -0.382
C -0.8435 2.4720 1.9832 -0.098
C -1.8474 3.0812 2.7336 -0.078
C -1.5892 3.4911 4.0339 -0.099
C -0.3303 3.2718 4.5899 -0.102
C 0.6550 2.6372 3.8464 -0.130
H 2.7368 2.4527 5.9146 0.072
H 2.8359 2.0863 8.3616 0.094
H 6.0543 -0.4436 8.0034 0.094
H 6.0986 -0.1750 5.5331 0.087
H 5.8670 -2.4034 1.3054 0.095
H 7.1813 -3.9363 2.7663 0.090
H 6.5430 -4.2170 5.1420 0.088
H 4.6373 -2.9264 6.0646 0.100
H 3.3309 -1.4165 4.5898 0.099
H 0.8321 -0.9585 0.4564 -0.045
H -0.8473 -2.6680 -0.0140 0.094
H -0.4403 -5.0163 0.7199 0.101
H 1.5970 -5.5321 2.0306 0.095
H 3.2184 -3.7950 2.5589 0.088
H 4.1298 2.0490 0.0130 0.089
H 5.5396 4.0033 -0.4744 0.106
H 4.9117 6.2374 0.4104 0.092
H 2.7663 6.5005 1.6292 0.094
H 1.3504 4.5586 2.0902 0.096
H -1.0655 2.1698 0.9634 0.068
H -2.8287 3.2335 2.2937 0.095
H -2.3675 3.9770 4.6136 0.091
H -0.1203 3.5873 5.6069 0.096
H 1.6294 2.4315 4.2728 0.052
C 4.9412 -0.1928 -1.9794 -0.070
C 4.2621 -1.4010 -2.5829 -0.273
O 3.3599 -1.9766 -1.6390 -0.176
C 2.6805 -3.1076 -2.1570 -0.271
C 3.4816 -4.3868 -1.9810 -0.066
H 5.6085 0.2635 -2.7188 0.080
H 5.5106 -0.4592 -1.0878 0.059
H 4.1809 0.5380 -1.6956 0.048
H 5.0123 -2.1458 -2.8843 0.111
H 3.6999 -1.0843 -3.4666 0.082
H 2.4334 -2.9487 -3.2142 0.099
H 1.7496 -3.1925 -1.5971 0.089
H 2.8867 -5.2485 -2.2985 0.070
H 3.7452 -4.5062 -0.9284 0.071
H 4.4008 -4.3674 -2.5737 0.062
```